(i)
Entry from OMol25: H18O9 as an isolated structure (ωB97M-V/def2-TZVPD).

Each line ends with the Löwdin charge.
Cartesian coordinates (Å):
O (-2.2886, -1.1313, -0.8817)  -0.018
O (0.3591, -2.0804, 0.7213)  -0.032
O (0.2286, 0.9472, 2.5868)  -0.021
O (-1.4603, -0.5007, 1.7316)  -0.068
O (1.1174, 1.2313, 0.5341)  0.101
O (0.4271, -1.3153, -2.3672)  -0.031
O (0.2026, -0.3282, -0.3351)  -0.105
O (-1.2333, 1.7862, -0.4272)  0.010
O (2.4976, 0.0944, -1.1212)  -0.037
H (0.0943, -0.4373, -2.1815)  0.019
H (-0.1901, 1.8034, 2.6756)  0.080
H (-1.7133, 2.4617, -0.9063)  0.076
H (-3.0160, -1.6546, -1.2182)  0.059
H (0.4806, 0.4000, 0.2204)  -0.204
H (1.6631, -0.2124, -1.4759)  -0.005
H (0.4777, 0.8964, 1.6640)  -0.081
H (2.9318, -0.6993, -0.8085)  0.059
H (0.2484, -1.2357, 0.2849)  -0.269
H (0.4795, -1.7384, -1.5102)  0.043
H (1.9471, 1.0537, 0.9772)  0.158
H (-0.6283, -0.0313, 1.7913)  -0.059
H (-2.0544, -0.0091, 2.2988)  0.044
H (-0.6047, -0.0210, -0.7474)  0.038
H (-0.5837, 1.4645, -1.0523)  0.036
H (1.2209, -2.0260, 1.1343)  0.029
H (1.2623, 2.0593, 0.0762)  0.162
H (-1.8655, -0.7773, -1.6639)  0.016

Total charge   0
Lowest unoccupied orbital energy   -0.4605 eV

(ii)
Entry from OMol25: a 9-piece molecular cluster, H18O9 overall (ωB97M-V/def2-TZVPD).

Each line ends with the Löwdin charge.
Cartesian coordinates (Å):
O (-3.8643, 0.1408, 2.6280)  -0.003
O (2.4606, 3.5499, 0.9252)  -0.044
O (1.0253, -0.9862, 1.7181)  -0.021
O (-0.1773, -2.7474, -0.9710)  -0.058
O (5.4139, 0.1223, -0.1908)  -0.089
O (-2.1253, 4.1776, -1.8253)  -0.059
O (1.6356, -3.8383, -0.6337)  -0.074
O (0.4667, 0.1238, -0.8116)  -0.019
O (-4.8512, -1.3484, -0.7161)  -0.036
H (-3.3229, 0.0184, 3.3320)  -0.027
H (-4.3945, -2.0431, -1.1546)  0.007
H (0.7787, -4.1067, -0.8609)  -0.024
H (5.7567, -0.7054, -0.7228)  0.102
H (-0.4827, -2.3293, -0.2140)  0.002
H (-4.4113, -0.5357, -0.9768)  0.034
H (2.4934, 3.8370, 1.8466)  0.039
H (5.5416, -0.1219, 0.6982)  -0.012
H (-2.5379, 5.0020, -1.5265)  0.040
H (-1.0565, -3.1341, -1.2310)  0.105
H (-1.7879, 4.3788, -2.6904)  0.019
H (-0.3079, 0.6046, -0.6895)  0.014
H (1.2847, 0.6280, -0.9028)  0.069
H (2.3078, 4.3874, 0.5294)  0.009
H (1.0502, -0.0956, 1.3091)  0.045
H (1.5616, -3.1820, 0.0883)  0.032
H (-3.2821, -0.1996, 1.9528)  0.025
H (0.8250, -1.5968, 1.0900)  -0.075

Total charge   0
SMILES string   O.O.O.O.O.O.O.O.O
Lowest unoccupied orbital energy   -0.1163 eV

Stability summary - winner: (ii); margin: 5.470 eV.

(i)
Entry from OMol25: a 9-piece molecular cluster, H18O9 overall (ωB97M-V/def2-TZVPD).

Each line ends with the Löwdin charge.
Cartesian coordinates (Å):
O (-13.2334, -54.5443, 6.7154)  -0.020
O (-12.3763, -52.0224, 7.7271)  0.077
O (-13.2189, -51.0812, 3.4289)  -0.205
O (-14.4003, -51.5659, 5.9436)  0.029
O (-16.1565, -53.7560, 5.2641)  -0.005
O (-16.4166, -49.9072, 2.5878)  -0.053
O (-14.9418, -48.5541, 6.4086)  -0.106
O (-13.3544, -48.1537, 4.2580)  -0.062
O (-16.9567, -50.1361, 5.3663)  -0.060
H (-14.6863, -49.3304, 6.9603)  0.052
H (-13.7936, -48.1250, 5.0688)  -0.064
H (-15.1966, -51.5469, 5.7208)  -0.126
H (-12.0758, -51.0452, 3.3570)  0.203
H (-17.4104, -50.8511, 5.9165)  0.127
H (-13.4478, -49.1243, 4.3085)  -0.007
H (-13.0511, -51.8138, 7.2300)  -0.101
H (-17.6603, -49.5608, 5.0774)  0.074
H (-13.5233, -53.5937, 6.8937)  0.042
H (-14.1007, -54.6462, 6.7003)  -0.083
H (-15.4946, -54.0788, 4.6521)  0.056
H (-16.3647, -50.1379, 3.4729)  -0.068
H (-15.7287, -48.9690, 5.8774)  0.052
H (-16.7804, -50.6600, 2.0071)  0.096
H (-14.1928, -51.5033, 4.9884)  0.052
H (-12.8487, -51.8941, 8.4433)  -0.024
H (-16.9431, -53.7993, 4.7924)  0.005
H (-13.6289, -50.6034, 2.5668)  0.120

Total charge   0
SMILES string   O.O.O.O.O.O.O.O.O
Lowest unoccupied orbital energy   -0.5545 eV

(ii)
Entry from OMol25: a 9-piece molecular cluster, H18O9 overall (ωB97M-V/def2-TZVPD).

Each line ends with the Löwdin charge.
Cartesian coordinates (Å):
O (-2.8206, -1.1006, 1.0920)  0.041
O (-0.5366, -3.4186, 0.5730)  -0.114
O (-0.9766, -2.0546, -2.4790)  -0.072
O (1.0454, -0.4956, 3.0660)  0.001
O (0.7594, 2.2984, -0.3240)  -0.102
O (2.7274, 0.8454, 0.7310)  -0.091
O (-1.9726, 2.5154, 0.0900)  0.076
O (-0.0326, 0.6344, -2.7980)  0.013
O (-0.0586, -0.2566, 0.3980)  0.044
H (-0.3556, -2.3496, 0.6730)  0.091
H (-1.9636, 3.1164, -0.4210)  -0.154
H (-0.4846, -1.2906, -2.5400)  -0.085
H (3.3514, 0.3694, 0.0770)  0.102
H (0.8504, 0.3644, 3.3510)  0.031
H (2.9164, 0.1884, 1.4400)  0.031
H (1.1474, 2.9654, 0.3410)  0.121
H (2.0074, -0.4856, 3.1200)  0.046
H (0.2814, -0.3696, 1.2150)  -0.047
H (0.3604, 0.2854, -0.1570)  -0.062
H (-0.6676, 1.0214, -3.3800)  0.058
H (-3.2476, -1.3886, 0.3720)  -0.022
H (-0.1716, -2.7156, -2.4610)  0.102
H (0.9134, 2.7984, -1.1650)  0.090
H (-1.0386, 2.2784, 0.1910)  0.007
H (-0.2616, 0.9764, -1.9810)  -0.028
H (0.2624, -3.8186, 0.2710)  -0.010
H (-2.0346, -0.9146, 0.7050)  -0.068

Total charge   0
SMILES string   O.O.O.O.O.O.O.O.O
Lowest unoccupied orbital energy   -0.3631 eV

(iii)
Entry from OMol25: a 9-piece molecular cluster, H18O9 overall (ωB97M-V/def2-TZVPD).

Each line ends with the Löwdin charge.
Cartesian coordinates (Å):
O (0.0598, 2.3341, 2.7759)  -0.028
O (-0.0643, 2.4838, -0.1910)  -0.098
O (1.3136, -0.5065, -2.5387)  -0.040
O (2.0509, 1.3866, 0.4037)  -0.127
O (-1.3961, 0.6109, -1.8466)  -0.100
O (-1.4422, -3.8452, -0.0426)  -0.056
O (2.9720, -1.8003, -0.5353)  -0.045
O (-0.3774, -1.1234, 0.0191)  -0.035
O (-3.1443, 0.1409, 1.7080)  -0.051
H (-2.7882, -0.6823, 1.2890)  0.044
H (3.6631, -1.2355, -0.9176)  0.056
H (-0.8213, 2.9934, 0.0143)  0.029
H (1.3670, 1.2963, 1.1006)  0.004
H (-1.5010, -0.2326, -1.2490)  0.076
H (-0.5522, 2.1555, 3.4775)  0.032
H (1.7667, 2.3401, 0.2024)  0.057
H (-2.7085, 0.2352, 2.5400)  0.007
H (2.1448, -0.8969, -2.2543)  0.018
H (-0.9684, 0.1779, -2.5954)  0.027
H (1.2788, 0.3864, -2.2172)  0.022
H (0.2139, 3.2622, 2.6561)  0.039
H (-0.1861, -0.8233, 0.8896)  0.049
H (-1.5678, -3.0298, -0.5248)  0.000
H (-1.5343, -3.5845, 0.8767)  0.023
H (-0.1643, 1.9646, -1.0608)  0.068
H (2.5101, -1.1841, 0.0292)  0.009
H (0.2165, -1.1144, -0.7247)  0.018

Total charge   0
SMILES string   O.O.O.O.O.O.O.O.O
Lowest unoccupied orbital energy   -0.0746 eV

Stability summary - winner: (iii); margin: 2.522 eV.